Record 1
Density functional theory data (ωB97M-V with the def2-TZVPD basis set) for C6H8OS as an isolated structure in a non-equilibrium geometry.

Values from the calculation:
frontier orbital gap: 7.515 eV
E_LUMO: -1.592 eV

Each line ends with the natural charge from an NBO analysis.
Element x y z (Å)
C 0.91052 0.40766 2.02080  -0.6675
C 1.43136 0.67604 0.47060  -0.5257
C 0.26675 1.17053 -0.34021  -0.0687
C -0.45474 0.38191 -1.13250  -0.3323
C -0.72680 -1.05076 -0.88851  -0.2279
C -2.09886 -1.59504 -1.58367  0.4280
H 1.79330 -0.51603 2.55494  0.2534
H 1.27604 1.55765 2.52380  0.2224
H -0.48268 0.23925 1.84691  0.2455
H 1.78955 -0.22771 -0.23924  0.2665
H 1.99094 1.65391 0.72622  0.2304
H 0.38295 2.32890 -0.60125  0.2195
H -1.05064 0.89497 -2.01643  0.2554
H -2.77807 -2.84046 -0.65634  0.1332
O -2.39582 -0.96263 -2.70989  -0.5371
S 0.14622 -2.11818 0.02479  0.1047

---

Record 2
Density functional theory data (ωB97M-V with the def2-TZVPD basis set) for a 8-piece molecular cluster, C49H40N8O18 overall in a non-equilibrium geometry.

Values from the calculation:
frontier orbital gap: 8.139 eV
SMILES: O=NOCC1=CC(=O)C=CC1=O.O=[N+]([O-])c1ccccc1.O=[N+]([O-])c1ccccc1.O=[N+]([O-])c1ccccc1.O=[N+]([O-])c1ccccc1.O=[N+]([O-])c1ccccc1.O=[N+]([O-])c1ccccc1.O=[N+]([O-])c1ccccc1
E_LUMO: -1.331 eV

Each line ends with the Mulliken charge.
Element x y z (Å)
O 6.72054 4.18015 0.35638  -0.2821
N 7.17493 4.52866 -0.68423  0.1484
O 7.10918 3.53550 -1.61497  -0.1867
C 6.38287 4.08657 -2.77711  -0.4773
C 4.87363 4.31810 -2.26143  0.2615
C 4.20649 3.15192 -1.79707  0.0525
C 2.74462 3.37324 -1.24351  0.1680
O 2.23492 2.48487 -0.51184  -0.5371
C 1.90061 4.67738 -1.52095  -0.3593
C 2.58378 5.82985 -1.99222  -0.4284
C 4.14819 5.71402 -2.24008  0.3507
O 4.81572 6.75227 -2.45651  -0.5654
H 6.83435 5.11753 -2.95209  0.3300
H 6.44310 3.39567 -3.66969  0.3158
H 4.68687 2.12517 -1.81979  0.4124
H 0.77991 4.66165 -1.34857  0.3654
H 2.02569 6.80809 -2.18726  0.3735
C 5.89047 9.89647 -2.23372  -0.3735
C 6.16628 11.26053 -2.24424  -0.4318
C 6.73499 11.86484 -1.12876  -0.3723
C 7.02772 11.09113 -0.00843  0.0428
C 6.74738 9.72694 0.01166  -0.5346
C 6.17589 9.13158 -1.10762  -0.2162
N 7.64985 11.71859 1.15942  1.0002
O 7.86407 12.92010 1.11355  -0.6073
O 7.92274 11.00500 2.11111  -0.5992
H 5.45155 9.42641 -3.10814  0.4163
H 5.94029 11.85253 -3.12451  0.3680
H 6.94519 12.92787 -1.14902  0.4349
H 6.96815 9.11983 0.88205  0.4374
H 5.95623 8.07109 -1.10461  0.4359
C 2.71967 -0.14546 1.05704  -0.5127
C 3.46917 0.74493 1.81981  -0.3834
C 3.85263 0.40350 3.11200  -0.5410
C 3.48230 -0.83653 3.62869  -0.1456
C 2.72557 -1.72911 2.87314  -0.3745
C 2.34433 -1.37807 1.58294  -0.2954
N 3.90438 -1.21162 4.97964  1.0170
O 4.55050 -0.39811 5.62100  -0.6087
O 3.58945 -2.31913 5.38807  -0.6215
H 2.42727 0.12251 0.04725  0.5743
H 3.75692 1.70430 1.40477  0.3590
H 4.43637 1.10520 3.69638  0.4441
H 2.43033 -2.69331 3.27100  0.5815
H 1.75769 -2.06597 0.98449  0.6541
C -2.15531 -1.84560 -3.05399  -0.4617
C -0.85667 -2.34488 -3.06417  -0.5581
C 0.22421 -1.47220 -3.11077  -0.2933
C -0.00801 -0.09910 -3.14232  -0.0757
C -1.30512 0.40740 -3.13993  -0.1515
C -2.38009 -0.47283 -3.09615  -0.6109
N 1.12783 0.82377 -3.16534  1.1454
O 2.25070 0.34412 -3.18480  -0.6346
O 0.89109 2.02159 -3.15791  -0.4863
H -2.99678 -2.52982 -3.01180  0.4051
H -0.68709 -3.41552 -3.03244  0.4317
H 1.23120 -1.87320 -3.11791  0.4917
H -1.49275 1.47460 -3.16902  0.4537
H -3.39439 -0.08931 -3.09079  0.3870
C -0.84626 -6.48576 4.08925  -0.4583
C -0.47964 -5.14964 3.96380  -0.8069
C 0.16687 -4.71030 2.81429  0.1144
C 0.43755 -5.61800 1.79379  -0.0493
C 0.08015 -6.95831 1.91547  -0.4467
C -0.56355 -7.38980 3.06955  -0.4688
N 1.09556 -5.15412 0.57148  0.9503
O 1.41209 -3.97501 0.50742  -0.6121
O 1.28750 -5.96823 -0.31600  -0.6118
H -1.35594 -6.82438 4.98583  0.4158
H -0.70113 -4.44953 4.76190  0.4513
H 0.44666 -3.66674 2.72943  0.5221
H 0.29207 -7.67111 1.12694  0.4607
H -0.84893 -8.43077 3.17361  0.3941
C 0.07566 3.30887 -8.92164  -0.3963
C 0.34786 4.67341 -8.93736  -0.4582
C 0.91333 5.28343 -7.82354  -0.3619
C 1.20631 4.51465 -6.69992  -0.1312
C 0.92981 3.15031 -6.67417  -0.0149
C 0.36165 2.54904 -7.79149  -0.5484
N 1.82479 5.14610 -5.53334  0.9835
O 2.03708 6.34834 -5.58029  -0.6281
O 2.09648 4.43383 -4.58096  -0.4480
H -0.36076 2.83488 -9.79516  0.3785
H 0.12163 5.26119 -9.82021  0.3735
H 1.12085 6.34693 -7.84764  0.4411
H 1.15125 2.54754 -5.80010  0.4220
H 0.14478 1.48652 -7.78350  0.3977
C -6.36970 -4.22773 5.76943  -0.5548
C -5.42978 -3.22178 5.56612  -0.4743
C -4.66949 -3.20380 4.40221  -0.3441
C -4.86264 -4.19738 3.44557  -0.0706
C -5.79621 -5.21132 3.64594  -0.4546
C -6.55041 -5.22318 4.81431  -0.1625
N -4.08197 -4.16831 2.20727  1.1181
O -3.25962 -3.27598 2.07412  -0.6130
O -4.29975 -5.03581 1.37609  -0.6295
H -6.96554 -4.23563 6.67675  0.4150
H -5.29207 -2.44917 6.31471  0.3833
H -3.94063 -2.41511 4.25527  0.4743
H -5.94794 -5.99032 2.90753  0.4565
H -7.28352 -6.00666 4.98063  0.4670
C -10.96784 -9.64167 2.37859  -0.3969
C -10.69248 -8.27786 2.37083  -0.4712
C -10.12752 -7.67541 3.48887  -0.2433
C -9.83809 -8.45106 4.60901  0.1138
C -10.11791 -9.81498 4.62649  -0.3688
C -10.68551 -10.40844 3.50498  -0.4358
N -9.21995 -7.82583 5.77929  1.0399
O -9.00529 -6.62194 5.73558  -0.6521
O -8.94970 -8.53952 6.72955  -0.5953
H -11.40388 -10.10977 1.50180  0.3705
H -10.91587 -7.68468 1.49092  0.3710
H -9.91757 -6.61209 3.47081  0.4602
H -9.89960 -10.42321 5.49669  0.4334
H -10.90487 -11.47036 3.50661  0.3677

---

Record 3
Density functional theory data (ωB97M-V with the def2-TZVPD basis set) for one molecule with the formula C3H9NO in a non-equilibrium geometry.

Values from the calculation:
frontier orbital gap: 10.576 eV
SMILES: CNCCO
E_LUMO: 0.961 eV

Each line ends with the natural charge from an NBO analysis.
Element x y z (Å)
C -1.62713 1.81681 0.22670  -0.4237
N -0.97387 0.72717 -0.62336  -0.6020
C -0.05888 -0.03603 0.30250  -0.2190
C 0.68442 -1.18447 -0.41653  -0.0730
O 1.86748 -1.58938 0.28839  -0.7435
H -1.64839 1.24225 1.13595  0.1981
H -0.86428 2.68885 0.27166  0.1696
H -2.54815 2.24590 -0.15366  0.2069
H -0.30946 1.28324 -1.07115  0.3381
H -0.65536 -0.49658 1.09818  0.1872
H 0.77442 0.78260 0.87067  0.1233
H 0.89186 -0.80658 -1.41567  0.1694
H -0.04428 -1.95503 -0.29083  0.1884
H 2.29041 -0.93764 0.93522  0.4801

---

no.,HOMO energy (eV)
1,-9.108
2,-9.470
3,-9.615